Entry 1:
# C56H81BN11O2

A 12-piece molecular cluster, C56H81BN11O2 overall (ωB97M-V/def2-TZVPD, the OMol25 dataset).

Cartesian coordinates (Å):
C 6.508 0.685 1.607
C 7.083 1.126 0.260
C 6.890 0.086 -0.856
C 5.814 0.486 -1.871
C 5.224 -0.668 -2.698
C 3.696 -0.625 -2.749
C 3.031 -1.209 -1.487
C 1.872 -0.341 -1.000
C 1.097 -0.970 0.150
C 0.335 -0.005 1.054
C -0.858 0.728 0.421
C -1.143 2.088 1.064
O -0.404 3.006 0.308
B -0.231 2.419 -1.080
O -0.760 1.025 -0.941
H 6.763 -0.360 1.805
H 5.418 0.765 1.626
H 6.895 1.284 2.434
H 8.145 1.350 0.390
H 6.590 2.054 -0.046
H 6.589 -0.870 -0.411
H 7.840 -0.102 -1.366
H 5.004 0.982 -1.323
H 6.234 1.231 -2.554
H 5.619 -0.640 -3.718
H 5.551 -1.624 -2.269
H 3.387 0.423 -2.839
H 3.326 -1.125 -3.649
H 2.694 -2.227 -1.716
H 3.787 -1.264 -0.692
H 1.197 -0.105 -1.824
H 2.293 0.621 -0.687
H 0.410 -1.740 -0.224
H 1.825 -1.506 0.777
H -0.083 -0.599 1.871
H 1.028 0.712 1.513
H -1.764 0.126 0.629
H -2.229 2.278 0.968
H -0.892 2.146 2.131
H -0.844 3.087 -1.937
H 0.977 2.427 -1.354
N -0.819 -4.983 -2.646
C 0.347 -4.325 -2.941
C 0.075 -2.988 -3.007
C -1.308 -2.819 -2.725
C -1.833 -4.069 -2.515
H -0.909 -5.976 -2.529
H 1.275 -4.850 -3.075
H 0.795 -2.215 -3.221
H -1.839 -1.881 -2.682
H -2.836 -4.383 -2.276
N -1.235 -8.852 -1.542
C -1.746 -8.097 -0.514
C -0.868 -8.162 0.529
C 0.217 -8.973 0.113
C -0.034 -9.401 -1.162
H -1.671 -8.980 -2.437
H -2.679 -7.569 -0.612
H -0.984 -7.675 1.484
H 1.089 -9.215 0.698
H 0.535 -10.023 -1.831
N -2.220 4.886 -0.518
C -2.904 5.390 -1.579
C -3.812 6.310 -1.103
C -3.666 6.354 0.311
C -2.675 5.455 0.630
H -1.482 4.172 -0.536
H -2.692 5.053 -2.580
H -4.498 6.883 -1.707
H -4.216 6.965 1.010
H -2.253 5.162 1.578
N 0.708 6.074 -2.537
C 2.034 5.829 -2.332
C 2.707 6.155 -3.481
C 1.738 6.616 -4.417
C 0.514 6.550 -3.801
H -0.016 5.903 -1.859
H 2.378 5.435 -1.391
H 3.769 6.066 -3.635
H 1.917 6.949 -5.427
H -0.471 6.798 -4.156
N 1.537 -8.593 3.635
C 2.364 -7.638 3.115
C 2.081 -6.454 3.745
C 1.036 -6.712 4.674
C 0.731 -8.042 4.594
H 1.494 -9.549 3.333
H 3.057 -7.861 2.322
H 2.548 -5.505 3.539
H 0.550 -5.996 5.317
H -0.010 -8.630 5.107
N -0.817 -4.676 2.132
C -1.440 -4.203 1.010
C -2.237 -3.153 1.383
C -2.083 -2.981 2.787
C -1.200 -3.937 3.218
H -0.170 -5.446 2.163
H -1.258 -4.638 0.039
H -2.848 -2.561 0.722
H -2.562 -2.238 3.403
H -0.811 -4.161 4.198
N -1.711 7.797 3.047
C -1.663 9.160 3.097
C -2.488 9.574 4.111
C -3.057 8.407 4.692
C -2.557 7.328 4.010
H -1.221 7.221 2.385
H -1.053 9.720 2.409
H -2.666 10.596 4.400
H -3.754 8.365 5.513
H -2.735 6.273 4.128
N 4.069 -5.299 -3.382
C 5.420 -5.104 -3.290
C 5.875 -4.732 -4.527
C 4.751 -4.696 -5.398
C 3.652 -5.051 -4.662
H 3.477 -5.568 -2.618
H 5.940 -5.236 -2.357
H 6.897 -4.498 -4.777
H 4.749 -4.429 -6.441
H 2.616 -5.132 -4.942
N -4.859 -0.755 -0.723
C -4.236 0.458 -0.833
C -5.208 1.417 -0.945
C -6.466 0.752 -0.897
C -6.217 -0.589 -0.760
H -4.381 -1.632 -0.630
H -3.159 0.533 -0.842
H -5.030 2.475 -1.045
H -7.442 1.207 -0.956
H -6.887 -1.429 -0.685
N 1.064 -2.417 5.470
C 0.375 -1.576 6.296
C 1.090 -1.451 7.458
C 2.260 -2.249 7.323
C 2.213 -2.831 6.083
H 0.772 -2.685 4.545
H -0.559 -1.137 5.988
H 0.809 -0.852 8.309
H 3.044 -2.379 8.050
H 2.899 -3.500 5.591
N -7.377 7.873 -1.833
C -6.766 9.081 -2.011
C -7.713 9.970 -2.451
C -8.945 9.264 -2.541
C -8.702 7.972 -2.152
H -6.917 7.037 -1.517
H -5.716 9.206 -1.808
H -7.541 11.008 -2.681
H -9.897 9.659 -2.854
H -9.358 7.122 -2.076

## Properties
**LUMO level**: 1.4 eV
**HOMO**: -4.90 eV
**Spin multiplicity**: 1
**Net charge**: -1
**Total energy**: -2960.12768 Eh

Entry 2:
# C56H84O42

A 14-piece molecular cluster, C56H84O42 overall at a distorted geometry (ωB97M-V/def2-TZVPD, the OMol25 dataset).

Cartesian coordinates (Å):
C -16.418 -4.381 3.947
C -17.769 -3.791 4.555
C -19.055 -4.605 4.141
O -19.717 -4.909 5.389
C -18.773 -4.758 6.333
O -18.859 -5.230 7.486
O -17.669 -4.223 5.910
H -16.201 -5.359 4.378
H -15.474 -3.842 4.035
H -16.482 -4.629 2.887
H -17.964 -2.732 4.386
H -18.924 -5.402 3.409
H -19.756 -3.975 3.594
C -12.654 -7.790 17.167
C -13.520 -8.490 16.073
C -15.051 -8.339 16.305
O -15.379 -7.514 15.187
C -14.338 -7.167 14.472
O -14.360 -6.429 13.483
O -13.283 -7.801 14.901
H -13.029 -6.824 17.505
H -11.586 -7.678 16.985
H -12.722 -8.545 17.950
H -13.428 -9.573 15.997
H -15.055 -7.630 17.133
H -15.618 -9.256 16.461
C -16.665 -4.637 13.364
C -16.063 -3.306 12.727
C -15.178 -2.520 13.683
O -13.915 -2.641 13.086
C -13.974 -3.104 11.887
O -13.090 -3.066 11.065
O -15.195 -3.574 11.678
H -17.719 -4.421 13.544
H -16.363 -4.854 14.388
H -16.426 -5.388 12.611
H -16.904 -2.656 12.487
H -15.275 -2.919 14.693
H -15.293 -1.436 13.675
C -12.715 -11.067 10.795
C -12.637 -11.181 12.327
C -12.716 -12.580 12.851
O -11.435 -12.824 13.435
C -10.639 -11.858 13.348
O -9.488 -11.864 13.824
O -11.262 -10.857 12.606
H -13.721 -10.847 10.438
H -12.433 -11.985 10.278
H -12.173 -10.250 10.317
H -13.157 -10.533 13.032
H -13.028 -13.350 12.146
H -13.474 -12.445 13.624
C -19.687 -8.863 7.411
C -19.857 -8.555 5.923
C -18.929 -9.133 4.824
O -19.824 -9.887 3.978
C -21.033 -9.835 4.444
O -21.947 -10.403 3.848
O -21.089 -9.098 5.569
H -19.300 -8.084 8.067
H -18.851 -9.547 7.553
H -20.648 -9.257 7.742
H -19.870 -7.465 5.940
H -18.111 -9.688 5.283
H -18.511 -8.258 4.326
C -15.372 -7.835 10.211
C -15.946 -6.787 9.245
C -15.208 -5.425 9.439
O -14.562 -5.198 8.168
C -14.645 -6.248 7.375
O -13.821 -6.499 6.434
O -15.534 -7.133 7.905
H -15.711 -8.833 9.934
H -15.732 -7.635 11.220
H -14.289 -7.848 10.085
H -17.032 -6.716 9.306
H -14.442 -5.707 10.161
H -15.790 -4.569 9.782
C -10.847 -4.915 8.577
C -10.001 -6.176 8.880
C -9.580 -6.964 7.673
O -8.241 -7.242 8.099
C -7.822 -6.315 9.007
O -6.646 -6.190 9.345
O -8.830 -5.758 9.609
H -10.216 -4.118 8.182
H -11.295 -4.579 9.512
H -11.555 -5.337 7.865
H -10.497 -6.827 9.600
H -9.674 -6.294 6.819
H -10.112 -7.905 7.535
C -21.656 -3.246 10.211
C -20.242 -2.650 10.377
C -19.382 -2.853 9.143
O -19.194 -1.501 8.637
C -19.579 -0.629 9.514
O -19.236 0.577 9.460
O -20.331 -1.285 10.468
H -22.161 -2.740 9.387
H -22.483 -3.047 10.892
H -21.635 -4.310 9.976
H -19.855 -3.102 11.290
H -19.886 -3.422 8.362
H -18.472 -3.394 9.404
C -22.658 -6.190 12.054
C -21.589 -7.343 11.796
C -21.087 -7.413 10.352
O -19.670 -7.362 10.573
C -19.300 -7.112 11.766
O -18.157 -6.983 12.223
O -20.389 -6.995 12.529
H -22.110 -5.279 12.296
H -23.488 -6.374 12.735
H -23.118 -5.991 11.086
H -22.050 -8.283 12.103
H -21.439 -6.706 9.600
H -21.322 -8.420 10.006
C -19.103 -9.955 14.406
C -18.232 -10.865 13.522
C -17.230 -10.178 12.605
O -16.033 -10.455 13.388
C -16.265 -11.285 14.392
O -15.332 -11.483 15.273
O -17.497 -11.674 14.378
H -18.449 -9.234 14.896
H -19.605 -10.523 15.189
H -19.905 -9.450 13.867
H -18.941 -11.548 13.055
H -17.402 -9.149 12.290
H -16.926 -10.754 11.730
C -14.039 -10.083 6.837
C -14.902 -11.294 6.902
C -14.393 -12.618 7.391
O -15.367 -12.915 8.300
C -16.338 -12.089 8.411
O -17.189 -12.122 9.244
O -15.985 -11.010 7.741
H -13.604 -9.710 7.765
H -14.494 -9.322 6.204
H -13.207 -10.446 6.234
H -15.366 -11.433 5.925
H -13.412 -12.614 7.865
H -14.448 -13.470 6.714
C -11.327 -7.577 11.825
C -10.571 -6.927 13.072
C -9.968 -7.946 13.980
O -8.569 -7.712 13.897
C -8.265 -6.751 13.092
O -7.142 -6.436 12.764
O -9.469 -6.249 12.610
H -12.022 -8.300 12.253
H -10.735 -8.281 11.240
H -11.813 -6.843 11.181
H -11.251 -6.237 13.571
H -10.143 -8.947 13.586
H -10.355 -7.664 14.959
C -15.289 -10.796 1.208
C -14.932 -9.339 1.550
C -16.000 -8.566 2.207
O -15.297 -7.825 3.175
C -14.015 -8.239 3.284
O -13.051 -7.687 3.876
O -13.830 -9.297 2.449
H -16.283 -10.943 0.786
H -15.227 -11.339 2.151
H -14.566 -11.189 0.494
H -14.598 -8.846 0.637
H -16.667 -9.161 2.831
H -16.667 -8.109 1.476
C -12.510 -3.464 2.538
C -11.555 -3.262 3.862
C -11.523 -4.315 4.893
O -10.188 -4.709 5.185
C -9.417 -4.088 4.203
O -8.159 -4.209 4.093
O -10.189 -3.224 3.403
H -11.990 -3.991 1.738
H -12.828 -2.455 2.276
H -13.453 -3.969 2.745
H -11.736 -2.324 4.388
H -12.166 -5.083 4.464
H -11.839 -3.978 5.880

## Properties
**LUMO level**: -0.4 eV
**HOMO**: -9.34 eV
**Spin multiplicity**: 1
**Energy above the lowest of the compared OMol25 structures with the same formula, charge and spin**: 11.655 eV
**Total energy**: -5344.22491 Eh

Entry 3:
# C56H88N14

A 14-piece molecular cluster, C56H88N14 overall at a distorted geometry (ωB97M-V/def2-TZVPD, the OMol25 dataset).

Cartesian coordinates (Å):
C 0.082 -3.021 2.991
C 0.890 -4.280 3.269
C 0.149 -5.587 3.533
C -0.264 -6.295 2.334
N -0.620 -6.827 1.382
H -0.620 -3.096 2.155
H 0.705 -2.133 2.871
H -0.592 -2.817 3.831
H 1.536 -3.977 4.097
H 1.555 -4.383 2.405
H -0.616 -5.489 4.302
H 0.895 -6.244 3.999
C 3.727 -1.294 3.212
C 5.214 -1.628 3.343
C 5.755 -2.306 2.092
C 4.934 -3.402 1.547
N 4.318 -4.267 1.119
H 3.160 -2.209 3.389
H 3.445 -0.738 2.322
H 3.518 -0.677 4.093
H 5.394 -2.301 4.180
H 5.738 -0.676 3.425
H 6.791 -2.636 2.186
H 5.783 -1.601 1.250
C -3.313 -0.986 1.889
C -4.006 -1.992 0.984
C -3.348 -3.398 0.956
C -3.138 -3.912 2.314
N -2.972 -4.321 3.373
H -3.823 -0.026 1.739
H -2.286 -0.718 1.615
H -3.329 -1.237 2.948
H -3.990 -1.641 -0.049
H -5.060 -2.011 1.266
H -2.410 -3.252 0.424
H -4.028 -4.046 0.408
C -1.850 5.003 4.377
C -0.722 4.518 3.487
C -0.606 5.285 2.170
C -0.320 6.716 2.278
N -0.100 7.837 2.387
H -2.154 4.332 5.175
H -2.789 5.232 3.851
H -1.695 6.016 4.765
H -0.886 3.486 3.178
H 0.221 4.590 4.029
H -1.588 5.211 1.687
H 0.075 4.822 1.455
C 6.598 4.009 2.507
C 6.297 3.336 3.850
C 5.141 2.340 3.888
C 3.866 2.895 3.367
N 2.854 3.254 2.965
H 7.597 4.435 2.590
H 5.920 4.814 2.238
H 6.623 3.249 1.725
H 6.116 4.114 4.597
H 7.148 2.793 4.265
H 4.907 1.819 4.812
H 5.273 1.613 3.073
C 1.097 -6.411 -3.425
C 1.198 -6.522 -1.909
C 1.069 -5.160 -1.234
C -0.181 -4.423 -1.415
N -1.160 -3.821 -1.470
H 1.917 -5.754 -3.704
H 0.107 -6.039 -3.693
H 1.192 -7.370 -3.935
H 2.111 -7.025 -1.600
H 0.341 -7.102 -1.553
H 1.908 -4.487 -1.451
H 1.241 -5.218 -0.152
C -5.709 0.245 -1.590
C -5.671 -0.056 -3.100
C -4.659 -1.119 -3.481
C -4.888 -2.441 -2.837
N -5.052 -3.478 -2.371
H -6.083 -0.622 -1.048
H -6.382 1.079 -1.397
H -4.693 0.521 -1.307
H -5.353 0.848 -3.625
H -6.675 -0.270 -3.469
H -3.655 -0.797 -3.213
H -4.745 -1.365 -4.540
C -0.202 1.363 1.326
C 0.633 0.410 0.496
C -0.191 -0.761 -0.072
C -0.964 -0.360 -1.245
N -1.625 -0.009 -2.118
H -0.915 1.878 0.676
H 0.406 2.099 1.856
H -0.738 0.836 2.119
H 1.369 -0.081 1.146
H 1.279 0.862 -0.257
H -0.934 -1.121 0.642
H 0.458 -1.600 -0.324
C 1.936 5.564 -0.793
C 1.216 4.372 -1.438
C -0.090 4.722 -2.195
C -0.073 6.068 -2.772
N -0.072 7.121 -3.226
H 2.771 5.240 -0.174
H 1.246 6.112 -0.150
H 2.291 6.226 -1.581
H 0.960 3.643 -0.661
H 1.842 3.769 -2.099
H -0.972 4.641 -1.559
H -0.211 4.042 -3.042
N 1.193 -2.699 -4.427
C 1.536 -2.053 -3.296
C 2.851 -2.344 -3.006
C 3.257 -3.341 -3.929
C 2.210 -3.530 -4.821
H 0.322 -2.726 -4.940
H 0.827 -1.359 -2.872
H 3.386 -2.081 -2.107
H 4.211 -3.842 -3.921
H 2.038 -4.189 -5.654
N -4.378 5.323 0.088
C -4.197 4.384 1.068
C -3.784 3.230 0.428
C -3.817 3.459 -0.954
C -4.151 4.775 -1.150
H -4.740 6.244 0.249
H -4.349 4.634 2.104
H -3.530 2.292 0.897
H -3.681 2.644 -1.648
H -4.333 5.402 -2.007
N 0.207 1.752 5.969
C -1.113 1.988 6.230
C -1.856 1.061 5.552
C -0.955 0.163 4.945
C 0.331 0.585 5.248
H 0.944 2.358 6.274
H -1.430 2.801 6.860
H -2.931 0.984 5.543
H -1.229 -0.660 4.305
H 1.314 0.262 4.950
N -1.734 -3.150 -7.178
C -1.589 -2.116 -6.297
C -1.964 -2.582 -5.053
C -2.492 -3.897 -5.235
C -2.360 -4.204 -6.562
H -1.621 -3.058 -8.171
H -1.243 -1.138 -6.585
H -1.917 -2.088 -4.095
H -2.937 -4.527 -4.483
H -2.562 -5.110 -7.109
N 2.494 2.591 -4.684
C 1.963 1.518 -4.013
C 0.669 1.374 -4.416
C 0.424 2.329 -5.458
C 1.572 3.079 -5.565
H 3.411 2.954 -4.514
H 2.527 1.132 -3.178
H -0.048 0.662 -4.042
H -0.466 2.309 -6.063
H 1.928 3.861 -6.218

## Properties
**LUMO level**: -0.2 eV
**HOMO**: -8.05 eV
**Spin multiplicity**: 1
**Energy above the lowest of the compared OMol25 structures with the same formula, charge and spin**: 0.000 eV
**Total energy**: -2953.08861 Eh